No. 1
Entry from the OMol25 dataset: a cluster of 3 separate species, C19H18Cl2N4O4 in total (ωB97M-V/def2-TZVPD).

As for the structure (SMILES): CC[C@@H](Cl)[C@](Cl)(C#N)CC#N.O=[N+]([O-])c1ccccc1.O=[N+]([O-])c1ccccc1. The LUMO energy comes out at -1.074 eV. The highest occupied orbital energy is -0.3540 Eh.

Last column: Mulliken charge in e.
Element x y z (Å)
C (0.190, -1.385, -2.221)  -0.475
C (0.968, -0.244, -1.398)  -0.494
C (0.073, 0.571, -0.339)  -0.149
Cl (-1.623, 0.973, -0.903)  -0.155
C (0.041, -0.113, 1.150)  0.846
Cl (-0.268, -1.935, 1.088)  -0.114
C (-1.134, 0.581, 1.988)  -0.403
N (-2.153, 1.002, 2.467)  -0.406
C (1.486, 0.090, 1.837)  -0.548
C (1.390, 1.283, 2.918)  0.192
N (1.712, 2.081, 3.767)  -0.434
H (-0.806, -1.034, -2.688)  0.293
H (0.063, -2.379, -1.647)  0.251
H (0.866, -1.652, -3.129)  -0.114
H (1.370, 0.526, -2.160)  0.345
H (1.860, -0.729, -0.870)  0.224
H (0.611, 1.587, -0.173)  0.440
H (1.809, -0.894, 2.331)  0.420
H (2.252, 0.330, 1.015)  0.291
C (5.818, -2.150, -7.218)  -0.375
C (5.091, -0.975, -7.386)  -0.445
C (3.844, -0.835, -6.785)  -0.279
C (3.335, -1.880, -6.014)  0.068
C (4.055, -3.062, -5.849)  -0.275
C (5.300, -3.194, -6.456)  -0.471
N (2.034, -1.728, -5.359)  1.018
O (1.422, -0.684, -5.541)  -0.570
O (1.633, -2.653, -4.663)  -0.659
H (6.793, -2.254, -7.684)  0.369
H (5.499, -0.165, -7.982)  0.367
H (3.288, 0.086, -6.924)  0.429
H (3.664, -3.882, -5.255)  0.420
H (5.870, -4.109, -6.331)  0.364
C (-3.661, 2.397, 4.643)  -0.117
C (-3.838, 1.091, 5.091)  -0.219
C (-4.622, 0.839, 6.213)  -0.431
C (-5.228, 1.905, 6.878)  -0.057
C (-5.049, 3.215, 6.438)  -0.281
C (-4.261, 3.458, 5.317)  -0.621
N (-6.075, 1.643, 8.044)  0.982
O (-6.194, 0.481, 8.413)  -0.598
O (-6.617, 2.599, 8.582)  -0.602
H (-3.055, 2.588, 3.765)  0.432
H (-3.367, 0.268, 4.564)  0.326
H (-4.751, -0.183, 6.552)  0.421
H (-5.513, 4.051, 6.951)  0.428
H (-4.117, 4.474, 4.964)  0.365

No. 2
Entry from the OMol25 dataset: a cluster of 11 separate species, C46H123N23O6P6 in total (ωB97M-V/def2-TZVPD).

As for the structure (SMILES): CN(C)P(=O)(N(C)C)N(C)C.CN(C)P(=O)(N(C)C)N(C)C.CN(C)P(=O)(N(C)C)N(C)C.CN(C)P(=O)(N(C)C)N(C)C.CN(C)P(=O)(N(C)C)N(C)C.CN(C)P(=O)(N(C)C)N(C)C.CC#N.CC#N.CC#N.CC#N.CC#N. The LUMO energy comes out at 0.286 eV. The highest occupied orbital energy is -0.2976 Eh. For the energy above the lowest of the compared OMol25 structures with the same formula, charge and spin, the calculation gives 90.3 kcal/mol.

Last column: Mulliken charge in e.
Element x y z (Å)
O (-0.432, 0.141, 2.778)  -0.934
P (-0.010, -0.316, 1.404)  0.037
N (1.698, -0.446, 1.140)  1.302
C (2.214, -1.228, 0.061)  -0.704
C (2.681, 0.401, 1.802)  -0.525
N (-0.514, 0.662, 0.170)  0.657
C (-0.031, 0.543, -1.206)  -0.604
C (-1.099, 1.981, 0.468)  -0.403
N (-0.637, -1.847, 0.988)  0.489
C (-0.091, -3.053, 1.620)  1.640
C (-1.531, -2.077, -0.199)  -0.632
H (2.833, -1.994, 0.527)  0.370
H (2.773, -0.571, -0.606)  -0.259
H (1.431, -1.772, -0.468)  0.010
H (2.430, 0.678, 2.826)  0.238
H (2.690, 1.356, 1.277)  -0.208
H (3.700, 0.023, 1.723)  0.116
H (-0.717, 0.985, -1.929)  0.435
H (0.920, 1.074, -1.214)  -0.009
H (0.165, -0.485, -1.508)  -0.240
H (-1.150, 2.028, 1.556)  0.008
H (-0.463, 2.760, 0.048)  0.183
H (-2.097, 2.045, 0.033)  -0.091
H (-0.046, -2.906, 2.699)  -0.881
H (-0.696, -3.941, 1.435)  -0.798
H (0.944, -3.208, 1.315)  0.122
H (-0.888, -2.332, -1.042)  0.242
H (-2.239, -1.272, -0.395)  0.265
H (-2.076, -2.991, 0.034)  0.006
O (-2.511, -5.815, 0.602)  -0.637
P (-2.074, -6.918, 1.527)  0.042
N (-2.741, -8.473, 1.192)  0.310
C (-2.478, -9.629, 2.105)  -1.033
C (-2.853, -8.989, -0.177)  -1.015
N (-2.549, -6.537, 3.109)  0.376
C (-3.935, -6.780, 3.532)  -1.333
C (-1.874, -5.499, 3.910)  -0.969
N (-0.383, -7.186, 1.690)  0.744
C (0.270, -7.794, 2.886)  -1.276
C (0.533, -7.103, 0.535)  -1.291
H (-2.434, -9.238, 3.122)  0.281
H (-1.544, -10.118, 1.828)  0.305
H (-3.229, -10.409, 1.979)  0.363
H (-2.237, -9.862, -0.392)  0.303
H (-2.639, -8.151, -0.842)  0.295
H (-3.838, -9.435, -0.314)  0.323
H (-3.996, -7.508, 4.341)  0.292
H (-4.395, -5.884, 3.949)  0.471
H (-4.493, -7.144, 2.669)  0.432
H (-2.366, -4.551, 3.693)  0.339
H (-1.898, -5.778, 4.963)  0.415
H (-0.788, -5.506, 3.810)  0.058
H (0.907, -8.638, 2.622)  0.330
H (0.883, -6.941, 3.177)  0.481
H (-0.340, -8.024, 3.759)  0.298
H (0.215, -6.327, -0.162)  0.208
H (0.594, -8.040, -0.018)  0.325
H (1.552, -6.895, 0.862)  0.524
O (1.196, -3.526, -3.772)  -0.412
P (2.652, -3.902, -3.786)  -0.354
N (3.337, -3.885, -5.362)  0.325
C (2.626, -3.455, -6.605)  -0.896
C (4.785, -4.207, -5.582)  -1.218
N (2.945, -5.446, -3.132)  0.352
C (2.677, -5.695, -1.697)  -0.857
C (2.718, -6.621, -3.902)  -1.117
N (3.795, -2.933, -2.933)  0.887
C (5.193, -3.356, -2.541)  -1.043
C (3.604, -1.500, -3.000)  -0.459
H (3.317, -3.411, -7.448)  0.380
H (2.202, -2.474, -6.396)  0.196
H (1.784, -4.090, -6.882)  0.251
H (4.935, -4.661, -6.561)  0.467
H (5.124, -4.879, -4.793)  0.430
H (5.393, -3.302, -5.566)  0.240
H (3.400, -5.132, -1.107)  -0.015
H (1.650, -5.437, -1.438)  0.105
H (2.796, -6.754, -1.471)  0.551
H (1.650, -6.658, -4.115)  0.377
H (3.328, -6.594, -4.806)  0.294
H (2.940, -7.565, -3.404)  0.375
H (5.632, -2.674, -1.814)  0.290
H (5.181, -4.354, -2.104)  0.363
H (5.966, -3.371, -3.310)  0.270
H (2.540, -1.267, -2.950)  -0.084
H (4.045, -1.125, -3.923)  0.259
H (4.149, -1.028, -2.183)  0.052
O (-4.116, 4.346, 3.951)  -0.924
P (-2.796, 5.067, 3.877)  0.136
N (-2.740, 6.702, 4.235)  0.267
C (-3.899, 7.564, 3.767)  -1.026
C (-1.533, 7.527, 4.606)  -1.050
N (-2.065, 5.087, 2.328)  0.773
C (-2.772, 4.629, 1.111)  -0.552
C (-0.693, 5.557, 2.053)  -0.915
N (-1.606, 4.339, 4.858)  0.522
C (-1.682, 4.595, 6.295)  -1.190
C (-0.970, 3.046, 4.523)  -0.924
H (-4.853, 7.062, 3.927)  0.302
H (-3.701, 7.871, 2.740)  0.316
H (-3.911, 8.475, 4.364)  0.364
H (-1.250, 7.978, 3.654)  0.374
H (-0.732, 6.938, 5.053)  0.337
H (-1.802, 8.414, 5.179)  0.297
H (-2.015, 4.381, 0.367)  0.041
H (-3.231, 3.687, 1.411)  0.444
H (-3.490, 5.356, 0.732)  -0.285
H (-0.771, 6.323, 1.281)  0.375
H (-0.119, 5.909, 2.910)  0.333
H (-0.232, 4.653, 1.653)  0.119
H (-0.689, 4.478, 6.729)  0.342
H (-2.053, 5.591, 6.539)  0.411
H (-2.300, 3.815, 6.740)  0.343
H (-0.364, 3.132, 3.621)  -0.056
H (-1.754, 2.298, 4.405)  0.381
H (-0.241, 2.669, 5.241)  0.433
O (4.416, 3.991, -2.553)  -0.926
P (4.856, 4.233, -1.143)  0.454
N (5.885, 5.629, -1.160)  0.219
C (5.142, 6.838, -1.425)  -1.221
C (7.248, 5.637, -1.706)  -1.070
N (5.722, 2.989, -0.280)  0.379
C (6.342, 3.156, 1.056)  -0.996
C (5.714, 1.606, -0.760)  -1.350
N (3.576, 4.598, 0.027)  0.342
C (3.968, 5.248, 1.312)  -1.151
C (2.255, 3.961, -0.073)  -0.876
H (5.803, 7.698, -1.319)  0.399
H (4.332, 6.920, -0.701)  0.399
H (4.713, 6.840, -2.427)  0.331
H (7.160, 6.070, -2.703)  0.423
H (7.583, 4.641, -1.994)  0.370
H (7.983, 6.167, -1.100)  0.258
H (7.280, 2.601, 1.094)  0.437
H (6.590, 4.217, 1.099)  0.388
H (5.672, 2.832, 1.852)  0.144
H (6.161, 1.750, -1.744)  0.345
H (6.420, 1.063, -0.133)  0.528
H (4.746, 1.131, -0.919)  0.371
H (4.259, 4.501, 2.050)  0.218
H (4.808, 5.923, 1.148)  0.415
H (3.207, 5.944, 1.667)  0.310
H (2.226, 3.223, 0.728)  0.070
H (2.146, 3.441, -1.025)  0.358
H (1.463, 4.704, 0.023)  0.347
O (-7.111, 5.411, -1.429)  -0.887
P (-5.709, 5.565, -1.991)  0.367
N (-4.662, 6.748, -1.384)  0.484
C (-5.087, 7.647, -0.251)  -1.083
C (-3.309, 7.064, -1.947)  -1.189
N (-5.726, 5.792, -3.709)  0.340
C (-5.772, 7.204, -4.223)  -1.079
C (-6.028, 4.698, -4.646)  -1.172
N (-4.957, 4.073, -1.753)  0.288
C (-5.319, 3.203, -0.612)  -1.096
C (-3.562, 3.832, -2.248)  -1.027
H (-4.763, 7.244, 0.709)  0.189
H (-6.162, 7.749, -0.099)  0.382
H (-4.658, 8.638, -0.396)  0.397
H (-2.635, 7.099, -1.091)  0.375
H (-3.304, 7.933, -2.604)  0.318
H (-2.850, 6.316, -2.594)  0.393
H (-5.646, 7.976, -3.464)  0.331
H (-5.049, 7.362, -5.023)  0.318
H (-6.782, 7.390, -4.588)  0.351
H (-5.293, 4.584, -5.443)  0.316
H (-6.353, 3.786, -4.145)  0.317
H (-6.973, 4.974, -5.112)  0.439
H (-5.432, 3.845, 0.262)  0.287
H (-6.323, 2.806, -0.761)  0.353
H (-4.585, 2.441, -0.352)  0.388
H (-2.845, 4.498, -1.768)  0.030
H (-3.545, 4.101, -3.304)  0.275
H (-3.282, 2.800, -2.038)  0.597
C (0.631, -1.922, 4.908)  -0.458
C (1.567, -2.956, 4.439)  0.629
N (2.394, -3.784, 4.157)  -0.643
H (0.783, -1.079, 4.234)  -0.040
H (0.929, -1.635, 5.917)  0.445
H (-0.434, -2.150, 4.935)  0.229
C (-1.782, -5.130, -2.853)  0.485
C (-2.383, -6.298, -3.402)  0.026
N (-2.908, -7.262, -3.802)  -0.515
H (-0.706, -5.238, -2.716)  -0.323
H (-2.316, -4.813, -1.958)  0.064
H (-1.857, -4.334, -3.594)  0.272
C (5.199, -3.352, 2.538)  -0.760
C (5.869, -2.181, 2.030)  0.494
N (6.438, -1.270, 1.633)  -0.466
H (4.529, -3.805, 1.807)  0.113
H (4.716, -3.046, 3.466)  0.215
H (5.985, -4.074, 2.760)  0.427
C (-4.918, -3.504, 1.495)  -0.087
C (-6.058, -4.221, 2.174)  0.060
N (-6.955, -4.716, 2.772)  -0.460
H (-4.900, -2.446, 1.760)  0.438
H (-5.005, -3.657, 0.419)  0.262
H (-3.951, -3.901, 1.804)  -0.205
C (-0.498, -1.476, -4.787)  -0.150
C (0.482, -0.433, -4.823)  0.279
N (1.315, 0.379, -4.864)  -0.556
H (-1.517, -1.088, -4.800)  0.483
H (-0.532, -1.976, -3.820)  -0.301
H (-0.376, -2.216, -5.578)  0.340

No. 3
Entry from the OMol25 dataset: a cluster of 3 separate species, C28H59B2BrIN2O16S in total (ωB97M-V/def2-TZVPD).

Its net charge is +1. The LUMO energy comes out at -2.257 eV. The highest occupied orbital energy is -0.4474 Eh.

Last column: Mulliken charge in e.
Element x y z (Å)
C (1.153, -3.713, 2.814)  -1.708
C (0.608, -2.281, 3.005)  -0.577
C (-0.151, -1.879, 1.739)  0.957
C (-1.492, -2.647, 1.755)  -2.029
N (-0.262, -0.376, 1.429)  1.520
C (-1.381, 0.301, 2.209)  -1.660
C (-1.858, -0.248, 3.550)  -0.730
C (-2.448, 0.899, 4.397)  -1.230
O (-3.448, 0.410, 5.254)  -0.574
C (1.026, 0.386, 1.757)  -1.961
S (1.354, 1.014, 3.464)  1.939
C (0.686, 2.658, 3.506)  -1.160
O (0.814, 0.251, 4.553)  -0.666
O (2.770, 1.215, 3.517)  -0.678
C (2.298, -0.157, 1.033)  0.211
Br (3.331, 1.490, 0.520)  -0.047
C (3.237, -1.094, 1.801)  -0.275
C (4.700, -1.126, 1.366)  -0.956
C (5.350, -2.425, 1.868)  -0.497
O (6.505, -2.776, 1.129)  -0.526
O (1.976, -0.826, -0.128)  -0.328
C (0.804, -0.520, -0.925)  0.688
C (1.242, 0.576, -1.916)  -2.562
N (0.324, 0.728, -3.046)  -0.191
B (0.743, -1.900, -1.781)  1.467
O (0.249, -3.072, -1.215)  -0.671
O (1.323, -1.966, -3.007)  -0.562
C (2.518, -2.777, -3.050)  -0.811
C (-0.490, -0.132, -0.104)  1.626
C (-1.708, -0.887, -0.611)  -1.908
C (-2.182, -0.577, -2.038)  -0.728
C (-3.697, -0.690, -2.148)  -1.411
I (-4.416, -2.632, -1.638)  0.051
O (-0.668, 1.234, -0.346)  0.203
B (-1.534, 2.284, -0.145)  0.380
O (-2.859, 2.168, 0.178)  -0.783
O (-1.069, 3.556, -0.350)  -0.417
H (0.385, -4.465, 2.960)  0.371
H (1.919, -3.874, 3.570)  0.491
H (1.648, -3.838, 1.853)  0.249
H (1.449, -1.669, 3.289)  0.396
H (-0.035, -2.340, 3.877)  0.482
H (0.411, -2.331, 0.929)  -0.102
H (-2.365, -2.022, 1.626)  0.298
H (-1.525, -3.362, 0.937)  0.337
H (-1.626, -3.195, 2.680)  0.503
H (-1.150, 1.358, 2.289)  0.432
H (-2.262, 0.327, 1.588)  0.767
H (-1.145, -0.779, 4.160)  -0.077
H (-2.698, -0.923, 3.399)  0.573
H (-1.634, 1.347, 4.970)  0.409
H (-2.876, 1.659, 3.740)  0.414
H (-3.061, 0.235, 6.109)  0.396
H (0.899, 1.355, 1.273)  1.609
H (-0.397, 2.686, 3.463)  0.321
H (1.138, 3.218, 2.692)  0.358
H (1.029, 3.043, 4.460)  0.579
H (3.215, -0.941, 2.872)  0.696
H (2.854, -2.096, 1.612)  -0.275
H (5.254, -0.312, 1.821)  0.383
H (4.797, -1.128, 0.282)  0.493
H (4.637, -3.257, 1.833)  0.259
H (5.669, -2.320, 2.902)  0.356
H (6.279, -2.766, 0.201)  0.339
H (2.208, 0.230, -2.275)  0.526
H (1.446, 1.527, -1.439)  0.403
H (0.823, 0.572, -3.909)  0.331
H (-0.014, 1.680, -3.082)  0.253
H (-0.470, -3.439, -1.733)  0.314
H (2.251, -3.810, -3.263)  0.316
H (3.128, -2.414, -3.869)  0.256
H (3.076, -2.729, -2.119)  0.258
H (-2.574, -0.748, 0.035)  1.595
H (-1.563, -1.954, -0.566)  0.191
H (-1.891, 0.391, -2.429)  0.291
H (-1.776, -1.319, -2.727)  0.226
H (-4.039, -0.405, -3.136)  0.723
H (-4.183, -0.005, -1.454)  0.356
H (-3.208, 1.291, 0.012)  0.219
H (-0.404, 3.849, 0.274)  0.291
C (-3.787, 5.546, 6.220)  -0.816
C (-4.912, 6.203, 5.452)  -0.209
O (-4.524, 6.506, 4.101)  -0.398
C (-4.573, 5.488, 3.250)  0.800
O (-4.915, 4.360, 3.506)  -0.568
O (-4.166, 5.919, 2.058)  -0.402
C (-4.160, 4.905, 1.049)  -0.301
H (-2.886, 6.160, 6.174)  0.289
H (-4.069, 5.415, 7.264)  0.368
H (-3.552, 4.567, 5.801)  0.056
H (-5.168, 7.163, 5.894)  0.314
H (-5.808, 5.585, 5.448)  0.302
H (-5.131, 4.419, 0.977)  0.311
H (-3.394, 4.171, 1.267)  -0.064
H (-3.930, 5.401, 0.111)  0.311
C (4.658, -2.842, -9.291)  -1.066
C (3.588, -1.970, -9.908)  -0.176
O (2.272, -2.361, -9.478)  -0.381
C (1.903, -1.918, -8.285)  0.787
O (2.545, -1.213, -7.549)  -0.572
O (0.678, -2.384, -8.029)  -0.367
C (0.171, -1.997, -6.754)  -0.567
H (4.452, -3.894, -9.489)  0.297
H (5.633, -2.591, -9.706)  0.356
H (4.697, -2.705, -8.210)  0.287
H (3.576, -2.084, -10.989)  0.299
H (3.750, -0.916, -9.684)  0.301
H (0.224, -0.918, -6.624)  0.281
H (0.728, -2.493, -5.960)  0.213
H (-0.867, -2.315, -6.722)  0.313

No. 4
Entry from the OMol25 dataset: a cluster of 4 separate species, H8O4 in total (ωB97M-V/def2-TZVPD).

As for the structure (SMILES): O.O.O.O. The LUMO energy comes out at 0.537 eV. The highest occupied orbital energy is -0.3890 Eh. For the energy above the lowest of the compared OMol25 structures with the same formula, charge and spin, the calculation gives 19.8 kcal/mol.

Last column: Mulliken charge in e.
Element x y z (Å)
O (1.396, -2.494, -1.296)  -0.613
H (1.016, -1.882, -0.679)  0.344
H (0.701, -3.085, -1.424)  0.295
O (1.144, 2.350, 0.696)  -0.701
H (2.085, 2.516, 0.607)  0.331
H (0.806, 2.866, -0.045)  0.331
O (-2.375, 0.037, 0.071)  -0.617
H (-3.138, 0.270, 0.512)  0.299
H (-2.584, -0.515, -0.665)  0.304
O (0.534, -0.313, 0.658)  -0.691
H (-0.416, -0.351, 0.856)  0.330
H (0.834, 0.605, 0.704)  0.388

no.,frontier orbital gap (eV),maximum force (eV/A)
1,8.6,6.3
2,8.4,5.8
3,9.9,2.0
4,11.1,3.1